DFT (ωB97M-V/def2-TZVPD) results for 2 unconnected molecules or ions with the total composition C5H11O2 in a non-equilibrium geometry.

Bonds (Å) are listed after each position.
CARTESIAN COORDINATES (ANGSTROEM)
1 H 0.33 0.43 -2.15  C17 1.101
2 H -0.42 1.72 1.85  C11 1.085
3 C 1.44 0.47 0.40  C4 1.498, H6 1.134, H10 1.076, H16 1.127
4 C 0.22 1.15 -0.14  C3 1.498, C11 1.542, C17 1.520, H18 1.094
5 H -1.79 1.71 0.67  C11 1.125
6 H 1.88 1.03 1.29  C3 1.134
7 H -1.28 1.10 -1.76  C17 1.117
8 H -0.52 -3.85 0.08  C15 1.114
9 O 0.24 -2.38 -1.05  C15 1.256
10 H 1.24 -0.55 0.69  C3 1.076
11 C -0.83 1.22 0.98  H2 1.085, C4 1.542, H5 1.125, H13 1.108
12 O -0.60 -2.07 1.03  C15 1.256
13 H -1.10 0.19 1.29  C11 1.108
14 H -0.73 -0.52 -1.12  C17 1.091
15 C -0.31 -2.75 0.02  H8 1.114, O9 1.256, O12 1.256
16 H 2.25 0.39 -0.38  C3 1.127
17 C -0.43 0.51 -1.36  H1 1.101, C4 1.520, H7 1.117, H14 1.091
18 H 0.41 2.21 -0.33  C4 1.094

For the lowest unoccupied orbital energy, the calculation gives 4.249 eV. As for the spin multiplicity: 1. As for the total energy: -347.63985 a.u. For the HOMO-LUMO gap, the calculation gives 8.380 eV. The energy relative to the best compared isomer or geometry (same formula, charge and spin) is 6.2 kcal/mol. Its net charge is -1.

Here are the natural (NBO) charges for atoms 1 to 5, given in e: 0.190, 0.178, -0.608, -0.217, 0.178